C27H31Cl4GeInN2O9 as an isolated structure. Source: the Open Molecules 2025 dataset; level of theory: wB97M-V/def2-TZVPD.

Positions of all 75 atoms, in Å:
In: -0.308 0.099 -0.652
C: 2.078 4.342 -0.175
O: 1.148 2.217 0.576
C: 0.735 2.500 1.969
C: 0.546 1.130 2.576
O: -0.290 0.307 1.756
C: -1.698 0.251 2.071
C: -2.504 1.202 1.220
O: -2.377 0.775 -0.143
C: -3.004 1.671 -1.077
H: 3.247 5.274 1.035
H: 1.032 4.474 -0.454
H: 2.697 4.673 -1.005
H: -0.169 3.097 1.883
H: 1.528 3.086 2.431
H: 0.130 1.205 3.582
H: 1.506 0.616 2.629
H: -1.851 0.419 3.137
H: -2.000 -0.765 1.826
H: -2.170 2.239 1.299
H: -3.555 1.148 1.517
H: -4.047 1.810 -0.791
H: -2.958 1.200 -2.056
H: -2.481 2.629 -1.088
O: 6.721 3.455 -0.965
C: 5.467 3.449 -0.525
O: 4.957 4.487 -0.188
C: 4.736 2.161 -0.430
C: 5.203 0.868 -0.542
Cl: 6.767 0.408 -1.037
N: 4.214 0.003 -0.196
N: 3.090 0.675 0.086
C: 3.365 1.979 -0.063
C: 2.297 2.894 0.074
O: 2.296 5.095 1.008
O: -0.007 2.319 -0.311
C: 4.172 -1.443 -0.105
C: 5.308 -2.242 -0.143
C: 5.169 -3.620 -0.053
C: 3.923 -4.207 0.081
C: 2.796 -3.401 0.144
C: 2.923 -2.027 0.056
H: 7.032 2.572 -1.216
H: 6.299 -1.839 -0.218
H: 6.060 -4.233 -0.086
H: 3.830 -5.282 0.146
H: 1.810 -3.827 0.258
H: 2.036 -1.414 0.132
C: -6.838 -0.702 0.030
C: -5.443 -1.260 -0.045
C: -4.846 -1.854 1.062
C: -3.564 -2.388 1.003
C: -2.986 -3.120 2.188
C: -2.848 -2.274 -0.190
C: -3.431 -1.713 -1.325
C: -2.697 -1.655 -2.638
C: -4.728 -1.220 -1.236
C: -1.431 -2.775 -0.224
O: -1.151 -3.942 -0.251
O: -0.487 -1.834 -0.096
H: -7.316 -0.957 0.974
H: -7.457 -1.090 -0.779
H: -6.833 0.386 -0.060
H: -5.408 -1.938 1.986
H: -3.512 -2.857 3.104
H: -1.921 -2.919 2.325
H: -3.074 -4.197 2.044
H: -1.799 -2.270 -2.642
H: -2.419 -0.630 -2.907
H: -3.336 -2.007 -3.448
H: -5.195 -0.804 -2.123
Cl: -0.902 1.372 -4.254
Ge: 0.587 0.340 -3.103
Cl: 2.395 1.457 -3.392
Cl: 0.940 -1.575 -3.979

Properties
- ⟨S²⟩: 0.77
- Energy relative to the best compared isomer or geometry (same formula, charge and spin): 88.6 kcal per mole
- Charge: +1
- Strongest force on any atom: 0.47 eV/A
- Kohn-Sham gap (spin up / spin down): 8.1 / 6.7 eV
- HOMO level (spin up / spin down): -11.19 / -11.27 eV
- Spin multiplicity: 2
- Energy: -5941.70689 hartree

---

C27H31F5GeN3OV as an isolated structure in a non-equilibrium geometry. Source: the Open Molecules 2025 dataset; level of theory: wB97M-V/def2-TZVPD.

Positions of all 69 atoms, in Å:
V: -0.888 -0.458 0.452
O: -1.635 0.139 -1.020
N: -2.390 0.947 -1.763
C: -3.293 0.321 -2.423
C: -3.426 -1.115 -2.306
N: -3.429 -2.250 -2.136
C: -4.171 1.073 -3.274
N: -4.880 1.674 -3.945
C: -0.040 -1.281 2.508
C: 1.050 -1.574 1.405
C: 2.390 -1.272 2.093
C: 0.963 -0.591 0.200
C: 0.895 -3.020 0.944
C: 1.888 -3.974 1.122
C: 1.711 -5.271 0.656
C: 0.541 -5.634 0.007
C: -0.464 -4.695 -0.173
C: -0.277 -3.406 0.298
H: 0.060 -0.297 2.960
H: 0.085 -2.045 3.275
H: -1.107 -1.464 2.239
H: 2.417 -0.229 2.409
H: 3.217 -1.445 1.406
H: 2.520 -1.902 2.973
H: 1.328 0.409 0.473
H: 2.814 -3.716 1.616
H: 2.498 -5.999 0.801
H: 0.409 -6.645 -0.355
H: -1.387 -4.961 -0.671
H: -1.112 -2.713 0.139
C: 2.532 3.068 -4.161
C: 1.933 3.062 -2.759
C: 1.369 1.702 -2.343
C: 2.434 0.604 -2.247
Ge: 1.683 -1.080 -1.628
C: 0.278 -1.744 -2.812
C: 0.894 -2.444 -4.027
C: -0.166 -2.918 -5.017
C: 0.435 -3.630 -6.223
H: 2.850 4.072 -4.441
H: 1.799 2.734 -4.899
H: 3.405 2.419 -4.234
H: 1.129 3.800 -2.708
H: 2.688 3.372 -2.031
H: 0.595 1.406 -3.059
H: 0.865 1.818 -1.377
H: 3.229 0.895 -1.554
H: 2.909 0.433 -3.215
H: 2.720 -2.166 -1.315
H: -0.325 -0.892 -3.134
H: -0.384 -2.432 -2.282
H: 1.487 -3.303 -3.697
H: 1.586 -1.769 -4.542
H: -0.751 -2.055 -5.351
H: -0.863 -3.584 -4.499
H: 1.112 -2.970 -6.768
H: -0.340 -3.960 -6.914
H: 1.003 -4.509 -5.912
F: 0.715 2.418 1.387
C: -0.585 2.369 1.726
C: -1.350 1.254 1.431
C: -2.676 1.285 1.815
F: -3.429 0.194 1.517
C: -3.247 2.342 2.491
F: -4.522 2.325 2.854
C: -2.449 3.438 2.780
F: -2.960 4.471 3.426
C: -1.113 3.456 2.399
F: -0.361 4.508 2.685

Properties
- ⟨S²⟩: 0.77
- Energy relative to the best compared isomer or geometry (same formula, charge and spin): 22.0 kcal per mole
- Charge: +1
- Strongest force on any atom: 1.24 eV/A
- Kohn-Sham gap (spin up / spin down): 7.4 / 7.8 eV
- HOMO level (spin up / spin down): -12.64 / -12.63 eV
- Spin multiplicity: 2
- Energy: -4806.74983 hartree

---

One molecule with the formula C27H31N3O3. Source: the Open Molecules 2025 dataset; level of theory: wB97M-V/def2-TZVPD.

Positions of all 64 atoms, in Å:
C: -0.157 3.437 -4.041
O: -0.313 3.292 -2.653
C: -1.091 2.270 -2.184
C: -1.723 1.342 -2.999
C: -2.509 0.355 -2.433
C: -2.653 0.242 -1.060
C: -3.542 -0.840 -0.499
N: -2.769 -2.008 -0.071
C: -2.523 -2.943 -1.157
C: -1.404 -3.924 -0.778
C: -1.395 -4.234 0.728
C: -0.385 -3.403 1.526
O: 0.254 -3.900 2.431
N: -0.262 -2.123 1.097
C: 0.728 -1.203 1.439
C: 1.454 -1.276 2.625
C: 2.441 -0.346 2.891
C: 2.719 0.665 1.980
O: 3.662 1.609 2.331
C: 4.573 2.033 1.415
C: 4.975 1.299 0.302
C: 5.953 1.832 -0.520
C: 6.493 3.069 -0.204
N: 6.126 3.762 0.862
C: 5.198 3.262 1.649
C: 1.992 0.746 0.796
C: 1.006 -0.182 0.531
C: -2.814 -4.087 1.286
C: -3.375 -2.677 1.076
C: -1.992 1.156 -0.231
C: -2.098 1.069 1.263
C: -1.240 2.188 -0.791
C: -0.601 3.230 0.079
H: 0.480 4.311 -4.175
H: 0.331 2.565 -4.488
H: -1.116 3.612 -4.540
H: -1.631 1.388 -4.072
H: -3.029 -0.333 -3.085
H: -4.088 -0.451 0.363
H: -4.289 -1.127 -1.255
H: -3.443 -3.494 -1.415
H: -2.221 -2.371 -2.037
H: -1.553 -4.850 -1.336
H: -0.434 -3.521 -1.073
H: -1.081 -5.271 0.886
H: -0.959 -1.818 0.413
H: 1.252 -2.070 3.324
H: 3.005 -0.390 3.809
H: 4.540 0.332 0.096
H: 6.291 1.288 -1.389
H: 7.254 3.526 -0.821
H: 4.926 3.849 2.516
H: 2.201 1.534 0.086
H: 0.441 -0.114 -0.386
H: -2.820 -4.326 2.350
H: -3.449 -4.817 0.780
H: -4.470 -2.748 0.961
H: -3.173 -2.061 1.959
H: -1.148 1.319 1.729
H: -2.846 1.774 1.629
H: -2.374 0.072 1.586
H: 0.157 2.789 0.724
H: -0.134 3.991 -0.538
H: -1.349 3.701 0.714

Properties
- Energy relative to the best compared isomer or geometry (same formula, charge and spin): 61.6 kcal per mole
- Strongest force on any atom: 0.67 eV/A
- SMILES: COc1ccc(CN2CCC(C(=O)Nc3ccc(Oc4cccnc4)cc3)CC2)c(C)c1C
- Kohn-Sham gap: 8.6 eV
- HOMO level: -8.01 eV
- Spin multiplicity: 1
- Energy: -1437.45979 hartree